This record from OMol25 describes 2 unconnected molecules or ions with the total composition C6H17NO at a distorted geometry. The level of theory is ωB97M-V with the def2-TZVPD basis set.

Cartesian coordinates (Å):
H (-0.1139, -0.9795, 0.0789)
H (0.1060, -1.1784, 2.4514)
O (-0.4428, -1.1517, 3.2419)
H (-0.0386, 0.1939, -2.1106)
C (-1.5826, 1.3898, 1.1396)
H (1.0792, -2.1865, -2.2654)
H (-0.4639, -2.4887, -1.5603)
H (-2.6451, 1.5675, 1.3367)
H (1.3947, -1.7574, 0.5982)
H (-1.7388, 0.5702, -0.8330)
H (0.5397, 1.9531, 0.0804)
H (1.0152, -3.4004, -1.1513)
C (0.6975, 0.8230, -1.6076)
H (2.3925, -0.5068, -1.5276)
H (-1.2351, 0.4524, 1.5614)
N (-0.0009, 1.7485, -0.7508)
C (0.5882, -2.4108, -1.3038)
H (-1.9930, 2.3323, -0.7216)
C (0.8619, -1.3251, -0.2520)
H (-1.2720, -0.6907, 3.1512)
C (-1.3971, 1.4907, -0.3626)
H (1.3193, 1.3007, -2.3672)
H (-1.1058, 2.1995, 1.7106)
C (1.6267, -0.1492, -0.8320)
H (2.1205, 0.4384, -0.0684)

HOMO energy in eV: -8.52
Structure (SMILES): CCCCNCC.O
Total energy in eV: -10034.57019
Energy above the lowest of the compared OMol25 structures with the same formula, charge and spin in eV: 1.012
HOMO-LUMO gap in eV: 9.50

***

This record from OMol25 describes 19 unconnected molecules or ions with the total composition C6H38O22 at a distorted geometry. The level of theory is ωB97M-V with the def2-TZVPD basis set.

Cartesian coordinates (Å):
O (3.3488, 0.8773, 5.5839)
O (-4.8880, -1.0425, -0.0049)
H (3.4600, 1.1047, 6.5071)
C (1.2170, -0.5661, -0.1797)
C (0.3345, 1.7388, 0.2502)
H (2.2524, -4.9793, 2.8146)
O (-1.2280, 5.3624, 5.4431)
H (-5.8329, -2.2117, -2.3063)
H (2.5076, -3.2683, -2.9307)
H (6.5778, 0.9807, 0.7626)
C (1.3330, 0.6851, 0.4187)
H (-5.2153, -3.4189, -2.9795)
O (6.0333, 0.9352, -0.0234)
O (-1.7741, 2.2561, -0.8793)
H (-3.3945, -6.3586, -3.3026)
H (3.1109, -2.0266, 4.9482)
O (-1.3896, 6.2375, -2.2240)
O (0.4725, 2.8805, 0.8429)
O (2.5803, 4.2757, 3.8264)
H (-1.2751, 4.7304, 4.7257)
O (-3.3055, -5.5463, -3.8010)
H (-0.7345, 6.3280, -2.9160)
O (-0.4301, -2.0624, -1.4687)
C (-0.0659, -0.8865, -0.9873)
C (-0.9121, 1.4050, -0.6748)
H (3.1575, 1.7103, 5.1530)
O (-2.8968, -5.1875, 0.8020)
O (3.1140, 0.6631, -4.2435)
H (-2.3878, -4.5110, 0.3552)
H (3.9901, -2.7003, 3.9162)
H (6.1755, -3.5550, 1.3525)
H (-5.3110, 1.9400, -3.3998)
H (-1.9594, 5.1308, 6.0154)
H (2.0771, -4.9841, 1.3109)
O (-0.6397, -2.3172, -5.9024)
H (-2.8819, -4.9296, 1.7237)
H (-1.9003, -0.1524, -1.7926)
O (3.3606, -2.8875, 4.6126)
H (-0.7999, 7.0678, 0.2657)
O (-4.6668, 3.0094, 1.9401)
H (-5.1386, 2.2062, 1.7200)
H (2.8422, -4.4817, -3.7718)
H (-1.4409, 5.2951, -2.0639)
O (2.1299, -1.4164, 0.1930)
H (-0.1058, 6.5618, 1.5123)
H (-2.6105, -5.0645, -3.3526)
O (1.9013, -5.5040, 2.0952)
H (-1.0643, -1.5177, -6.2135)
O (-5.2340, 2.6324, -2.7434)
H (4.0587, 0.6673, -4.0891)
O (6.0461, -3.7345, 0.4213)
H (5.2324, 0.4970, 0.2646)
H (5.1716, -3.3952, 0.2307)
H (-4.3457, 2.5389, -2.3991)
H (-3.9704, -0.8193, -0.1608)
H (2.0359, 4.2515, 3.0394)
H (-0.7056, -2.2683, -4.9487)
O (3.0910, -3.5687, -3.6275)
C (-1.0029, 0.1178, -1.2559)
H (-4.8734, -1.5768, 0.7892)
H (1.9579, 4.3842, 4.5455)
H (-4.0209, 3.1077, 1.2406)
O (-0.3660, 7.3669, 1.0647)
H (2.2522, 0.8956, 0.9450)
O (-5.8692, -2.7320, -3.1089)
H (2.8153, -0.1708, -3.8809)

HOMO energy in eV: -1.47
Charge: -2
Total energy in eV: -51884.28954
Energy above the lowest of the compared OMol25 structures with the same formula, charge and spin in eV: 4.677
HOMO-LUMO gap in eV: 5.18

***

This record from OMol25 describes C2H3NOS3 in the gas phase at a distorted geometry. The level of theory is ωB97M-V with the def2-TZVPD basis set.

Cartesian coordinates (Å):
O (-0.8655, 0.0790, -1.6537)
H (-2.0168, -0.3669, -0.2840)
C (0.9060, 0.7551, -0.2069)
S (-0.0425, -1.7803, 1.0781)
H (-0.4399, 0.6533, 1.4630)
H (1.3258, -1.9893, 0.8381)
S (0.5102, 0.7995, -1.8736)
S (2.3039, 1.3248, 0.4656)
C (-0.3265, 0.1786, 0.5369)
N (-1.3546, 0.3463, -0.3635)

HOMO energy in eV: -8.92
Structure (SMILES): S=C1SON[C@H]1S
Total energy in eV: -38162.35953
Energy above the lowest of the compared OMol25 structures with the same formula, charge and spin in eV: 3.045
HOMO-LUMO gap in eV: 8.03

***

This record from OMol25 describes a molecular structure, C3H2CsMgO3 at a distorted geometry. The level of theory is ωB97M-V with the def2-TZVPD basis set.

Cartesian coordinates (Å):
Mg (0.9733, 0.9345, 3.4844)
C (0.4453, 0.8613, -0.7666)
H (0.1716, 1.8987, -1.1914)
Cs (-1.4862, -3.2431, 0.2770)
H (-0.0323, 0.0245, -2.6082)
C (0.6305, 0.0907, 1.5504)
C (-0.2429, -0.0305, -1.5242)
O (0.5155, -1.1026, 1.2731)
O (0.4318, 1.0399, 0.6353)
O (-1.4068, -0.4735, -1.1297)

HOMO energy (alpha / beta) in eV: -9.57 / -9.45
Charge: +1
Total energy in eV: -15267.95800
Energy above the lowest of the compared OMol25 structures with the same formula, charge and spin in eV: 1.217
HOMO-LUMO gap (alpha / beta) in eV: 3.58 / 3.38

***

- What is the formula in the first record?
  C6H17NO